The following is a quantum chemistry calculation of a cluster of 6 separate species, C25H55O14P in total, from OMol25.

Last column: Löwdin charge in e.
Geometry (Å):
C 0.258164 -0.327430 0.636625  -0.078
O -1.121736 -0.339060 0.219755  -0.239
P -2.056466 0.971730 0.369465  0.420
O -2.052826 1.680960 1.651305  -0.225
O -1.493536 1.818440 -0.811255  -0.214
C -1.194516 1.294360 -2.119775  -0.077
O -3.557626 0.464210 -0.119345  -0.204
C -4.551516 0.116260 0.782975  -0.136
H 0.922024 -0.708250 -0.139495  0.088
H 0.384254 -1.029980 1.460405  0.072
H 0.530034 0.682880 0.942335  0.086
H -1.960436 0.621830 -2.505985  0.078
H -0.299526 0.673010 -2.087745  0.089
H -1.264136 2.091560 -2.859865  0.093
H -4.132226 0.144390 1.788705  0.078
H -4.831946 -0.931240 0.672485  0.066
H -5.411106 0.768620 0.936695  0.096
O 5.217604 -3.445040 -1.958955  0.038
C 4.404814 -3.309280 -0.871775  -0.332
C 4.837944 -2.489290 0.202065  0.006
C 4.117454 -2.423780 1.394295  -0.022
C 2.979664 -3.211920 1.564075  -0.333
O 2.205284 -3.052520 2.713765  0.014
C 2.611404 -4.084680 0.559335  0.001
C 3.291554 -4.090490 -0.717155  -0.005
H 5.159834 -4.189280 -2.562585  0.110
H 5.663164 -1.808580 0.053525  0.115
H 4.420724 -1.840660 2.251265  0.113
H 2.856814 -2.707520 3.328645  0.077
H 1.684334 -4.620810 0.698965  0.099
H 2.886154 -4.753080 -1.467495  0.111
C 0.161054 4.844880 0.081745  -0.093
O 0.985704 5.586370 -0.833285  -0.188
C 1.614404 6.710930 -0.208295  -0.186
C 2.904074 6.313010 0.528175  -0.203
O 3.843644 5.753220 -0.390715  -0.191
C 5.174924 5.585930 0.157415  -0.093
H -0.382906 5.490970 0.770795  0.087
H 0.697234 4.023040 0.556285  0.082
H -0.616266 4.365320 -0.513145  0.072
H 0.913004 7.184200 0.478835  0.113
H 1.764624 7.384980 -1.051625  0.127
H 2.781884 5.514690 1.260195  0.116
H 3.269544 7.176940 1.083285  0.118
H 5.832864 5.028180 -0.509005  0.085
H 5.119654 4.891220 0.995525  0.074
H 5.590254 6.511830 0.555305  0.083
C -1.582366 -0.409230 -5.651205  -0.092
O -0.730616 0.149210 -6.624245  -0.197
C -0.557236 1.539640 -6.457265  -0.223
C 0.196894 2.242960 -7.581025  -0.167
O -0.460516 2.069380 -8.856075  -0.168
C -0.400566 0.736330 -9.288835  -0.147
H -2.623916 -0.122980 -5.797255  0.096
H -1.155046 -0.178140 -4.675445  0.071
H -1.564686 -1.490520 -5.787555  0.092
H -0.097326 1.728300 -5.487215  0.114
H -1.500246 2.059610 -6.288535  0.122
H 1.215374 1.854640 -7.577765  0.120
H 0.224624 3.329500 -7.498835  0.129
H -1.276016 0.104600 -9.138465  0.088
H 0.505754 0.160520 -9.101455  0.089
H -0.208206 0.922250 -10.345495  0.085
C 1.226184 -1.774970 5.923915  -0.111
O 0.074474 -1.059890 6.321175  -0.169
C -0.502146 -0.341920 5.248735  -0.193
C 0.166874 0.894790 4.606385  -0.160
O 0.545384 1.884060 5.611165  -0.190
C 1.480754 2.828240 5.193695  -0.138
H 1.112354 -2.853420 5.813965  0.083
H 1.887004 -1.669700 6.784345  0.090
H 1.678294 -1.394000 5.008185  0.067
H -1.333506 0.104220 5.794535  0.127
H -0.842386 -1.061490 4.504045  0.124
H -0.575556 1.383940 3.975805  0.112
H 1.053264 0.658270 4.017775  0.102
H 1.613674 3.665850 5.878415  0.084
H 1.237844 3.403320 4.300175  0.080
H 2.401344 2.247600 5.134735  0.087
C -1.363866 -4.330280 1.811965  -0.105
O -2.755836 -4.414240 1.630845  -0.195
C -3.427896 -5.673860 1.770705  -0.179
C -4.954346 -5.747890 1.629945  -0.216
O -5.568066 -4.986610 0.616435  -0.177
C -5.786486 -3.586080 0.936015  -0.080
H -1.104316 -4.371130 2.869825  0.089
H -1.013206 -3.359140 1.462635  0.076
H -0.839406 -5.060540 1.195715  0.080
H -3.248926 -6.039320 2.781895  0.120
H -3.030446 -6.428370 1.091855  0.117
H -5.470376 -5.485360 2.553465  0.112
H -5.201036 -6.809600 1.626525  0.124
H -6.628756 -3.571270 1.627725  0.086
H -6.068686 -2.958670 0.090545  0.081
H -4.905396 -3.119720 1.376775  0.067

Atoms 1-2, force components in eV/Å:
-0.22 0.02 0.42
-0.82 -0.15 0.25

For the calculated total energy, the calculation gives -64764.6632 eV.